The following is a quantum chemistry calculation of a molecular structure, C35H35FN3O13P3RuS4 in a non-equilibrium geometry, from the OMol25 dataset.

Each line ends with the Löwdin charge.
Cartesian coordinates (Å):
1 Ru -0.44966 0.15019 -0.43589  0.935
2 O -5.21520 -3.43669 -4.41989  -0.080
3 C -4.40690 -2.85145 -3.74712  -1.033
4 S -2.81855 -2.33216 -4.32750  0.946
5 C -2.27728 -1.54064 -2.85034  -1.148
6 C -3.13026 -1.56389 -1.80728  -1.152
7 S -2.90733 -0.78622 -0.29881  0.617
8 S -4.65551 -2.40400 -2.05544  0.944
9 S -0.76222 -0.75844 -2.87936  0.656
10 C -4.19213 2.82310 -0.05567  -0.067
11 C -3.08612 3.21868 -1.03449  -0.362
12 C -3.07063 2.32147 -2.27211  -0.064
13 C -1.69966 3.22959 -0.35222  -0.267
14 C -1.52636 4.41855 0.59985  -0.066
15 O -1.45858 3.82724 1.90636  0.002
16 C -1.41217 2.48935 1.73858  -0.325
17 N -1.47888 2.06224 0.53857  0.093
18 C -1.38999 1.75620 3.01303  -0.118
19 C -2.05196 2.39309 4.07084  -0.014
20 C -2.07455 1.84552 5.33584  -0.072
21 C -1.38382 0.66618 5.57055  -0.067
22 C -0.74268 0.03004 4.52532  -0.078
23 C -0.75554 0.53306 3.22086  -0.236
24 P 0.17631 -0.44613 1.91421  1.097
25 C 1.79089 0.20397 2.46806  -0.320
26 C 2.62019 -0.34403 3.43744  -0.076
27 C 3.80829 0.28647 3.77844  -0.085
28 C 4.17006 1.47855 3.17156  -0.090
29 C 3.32929 2.05112 2.22714  -0.074
30 C 2.14920 1.41698 1.87855  -0.105
31 C -0.28968 -2.07506 2.60674  -0.354
32 C 0.58145 -3.06790 3.04377  -0.092
33 C 0.08413 -4.28334 3.48908  -0.080
34 C -1.28136 -4.52970 3.48014  -0.085
35 C -2.15263 -3.55519 3.01658  -0.060
36 C -1.65923 -2.33571 2.58581  -0.106
37 H -5.17098 2.94548 -0.52017  0.078
38 H -4.16147 3.44345 0.84714  0.074
39 H -4.07503 1.78088 0.23889  0.035
40 H -3.26280 4.24920 -1.36482  0.135
41 H -2.70047 1.33328 -2.01264  0.008
42 H -2.40486 2.73394 -3.03147  0.079
43 H -4.07232 2.21573 -2.69256  0.084
44 H -0.94501 3.24286 -1.12796  0.070
45 H -2.37311 5.10540 0.57687  0.125
46 H -0.60496 4.97181 0.41412  0.130
47 H -2.55656 3.32951 3.88229  0.117
48 H -2.61095 2.34166 6.13401  0.103
49 H -1.34261 0.24349 6.56656  0.104
50 H -0.22054 -0.89568 4.72246  0.104
51 H 2.35328 -1.26505 3.93709  0.089
52 H 4.45470 -0.15245 4.52849  0.099
53 H 5.10460 1.96019 3.43029  0.098
54 H 3.59874 2.98777 1.75590  0.098
55 H 1.49795 1.84542 1.12419  0.077
56 H 1.64740 -2.90453 3.00285  0.094
57 H 0.76966 -5.05200 3.82423  0.100
58 H -1.66222 -5.48615 3.81540  0.099
59 H -3.21631 -3.75019 2.97383  0.108
60 H -2.33600 -1.58127 2.20433  0.054
61 C 3.16337 3.33983 -1.25373  -0.064
62 C 2.66524 2.55517 -2.44916  -0.591
63 O 3.51915 2.77384 -3.55595  -0.039
64 P 2.61404 0.74402 -2.08641  0.500
65 O 2.17717 0.07835 -3.46528  -0.149
66 O 4.17545 0.38670 -2.06374  -0.102
67 O 1.97721 0.19516 -0.86299  -0.329
68 P 0.87778 2.94623 -2.77198  0.321
69 O 0.76834 2.51426 -4.34518  -0.149
70 O 0.48058 4.36213 -2.60064  -0.292
71 O 0.20285 1.86274 -1.97324  -0.475
72 H 4.16483 3.01418 -0.96878  0.086
73 H 2.47602 3.19143 -0.41974  0.063
74 H 3.17913 4.39891 -1.51090  0.089
75 H 3.22631 2.19840 -4.27514  0.086
76 H 1.25244 0.27578 -3.71920  -0.004
77 H 4.30554 -0.42148 -1.54669  0.087
78 H 0.53160 3.30154 -4.85530  0.081
79 F 3.65202 -2.91242 -4.49442  0.079
80 C 2.54082 -3.39282 -3.91692  -0.192
81 C 2.47432 -3.51140 -2.58657  0.040
82 N 1.38841 -4.04956 -1.94767  0.010
83 C 1.32202 -3.98737 -0.49356  -0.023
84 C 0.89967 -2.55947 -0.04408  -0.652
85 O 1.72412 -1.90371 0.62270  -0.087
86 O -0.24640 -2.20780 -0.41809  -0.153
87 C 0.24986 -4.42146 -2.65515  -0.475
88 O -0.72594 -4.91178 -2.13535  0.096
89 N 0.36453 -4.26934 -4.02370  0.219
90 C 1.43035 -3.77831 -4.77176  -0.404
91 O 1.38910 -3.72499 -5.98090  0.092
92 H 3.29426 -3.19902 -1.95425  0.149
93 H 2.29754 -4.22697 -0.07645  0.126
94 H 0.56867 -4.69951 -0.16515  0.129
95 H -0.47145 -4.49501 -4.54518  0.151

Values from the calculation:
total charge	-1
orbital gap (spin up / spin down)	0.2012 / 0.2194	hartree
⟨S²⟩	0.78
DFT total energy	-5309.094158	Ha
multiplicity	2
ΔE to the lowest compared entry with this formula, charge and spin	0.0	kcal per mole

=====

The following is a quantum chemistry calculation of a molecular structure, C35H35N3OPW, from the OMol25 dataset.

Each line ends with the Löwdin charge.
Cartesian coordinates (Å):
1 W -0.27999 0.03855 0.26131  1.006
2 N -0.24115 0.40748 2.46823  -0.052
3 C 0.01387 1.76795 2.93792  -0.285
4 C 0.35428 1.99068 4.26392  -0.022
5 C 0.58184 3.28492 4.70258  -0.054
6 C 0.46684 4.35167 3.81825  -0.056
7 C 0.13868 4.11518 2.49473  -0.087
8 C -0.09464 2.81712 2.04108  -0.303
9 P -0.36243 2.36833 0.29047  0.941
10 C -1.86229 3.22421 -0.25763  -0.346
11 C -2.39096 2.85090 -1.49384  -0.125
12 C -3.56971 3.41469 -1.95090  -0.062
13 C -4.23966 4.34541 -1.16898  -0.066
14 C -3.72640 4.71151 0.06526  -0.066
15 C -2.53905 4.15629 0.52279  -0.074
16 C 1.04721 3.24097 -0.48972  -0.350
17 C 2.28485 3.28013 0.15434  -0.107
18 C 3.39450 3.80983 -0.48778  -0.076
19 C 3.28253 4.29825 -1.78186  -0.077
20 C 2.05595 4.26033 -2.43062  -0.071
21 C 0.94353 3.73372 -1.78964  -0.084
22 H 0.16306 -0.25772 3.11920  0.107
23 H -1.24161 0.22147 2.41720  0.075
24 H 0.43822 1.15801 4.95279  0.118
25 H 0.84899 3.46182 5.73539  0.114
26 H 0.64946 5.36193 4.15832  0.113
27 H 0.08784 4.94205 1.79622  0.121
28 H -1.89269 2.08573 -2.07771  0.103
29 H -3.97639 3.11197 -2.90667  0.112
30 H -5.16824 4.77704 -1.51822  0.110
31 H -4.25295 5.42882 0.68092  0.109
32 H -2.16302 4.43845 1.49621  0.091
33 H 2.38646 2.89909 1.16320  0.109
34 H 4.34648 3.84632 0.02603  0.110
35 H 4.14663 4.71664 -2.28079  0.108
36 H 1.96219 4.65108 -3.43534  0.110
37 H -0.01168 3.72054 -2.29942  0.097
38 C 4.84452 -4.75976 -1.93766  -0.057
39 C 3.77631 -4.66927 -0.85661  -0.197
40 N 4.31318 -4.27808 0.44308  -0.056
41 C 4.92804 -5.32122 1.26695  -0.192
42 C 3.93917 -5.90656 2.26315  -0.064
43 C 4.36268 -3.00884 0.89243  -0.442
44 O 4.85392 -2.67063 1.95585  0.090
45 C 3.74713 -1.93302 0.02954  -0.114
46 C 4.49399 -1.25026 -0.92326  0.025
47 C 3.92284 -0.18916 -1.59909  -0.009
48 C 2.63141 0.18808 -1.28405  -0.112
49 N 1.90800 -0.44514 -0.35101  -0.074
50 C 2.45678 -1.50562 0.27408  -0.068
51 H 4.41014 -5.12099 -2.86959  0.083
52 H 5.64074 -5.44454 -1.64614  0.077
53 H 5.29072 -3.78231 -2.12450  0.063
54 H 3.28549 -5.63576 -0.72942  0.125
55 H 3.00091 -3.96285 -1.15212  0.113
56 H 5.77471 -4.88093 1.79014  0.123
57 H 5.30865 -6.09334 0.59757  0.118
58 H 3.59987 -5.13358 2.95226  0.076
59 H 4.41256 -6.69746 2.84434  0.081
60 H 3.07239 -6.33164 1.75455  0.073
61 H 5.51708 -1.54406 -1.12146  0.134
62 H 4.47373 0.35972 -2.34923  0.122
63 H 2.15863 1.03344 -1.76667  0.105
64 H 1.85302 -2.00406 1.03005  0.129
65 C -2.06451 0.05604 0.10254  -0.293
66 C -3.49249 0.16322 -0.02345  -0.343
67 C -4.19092 -0.39915 -1.09803  -0.052
68 C -5.55978 -0.22937 -1.21448  -0.078
69 C -6.25384 0.51580 -0.26990  -0.078
70 C -5.57320 1.08270 0.79969  -0.076
71 C -4.20757 0.90196 0.92745  -0.058
72 H -3.64340 -0.96719 -1.83969  0.110
73 H -6.08802 -0.67310 -2.04820  0.106
74 H -7.32286 0.65154 -0.36577  0.105
75 H -6.10967 1.66564 1.53716  0.107
76 H -3.67214 1.35066 1.75618  0.107

Values from the calculation:
total charge	+1
orbital gap	0.2405	hartree
DFT total energy	-2002.401510	Ha
ΔE to the lowest compared entry with this formula, charge and spin	2.2	kcal per mole